No. 1
Density functional theory data (ωB97M-V with the def2-TZVPD basis set) for C30H25AsGeN2OsS2 as an isolated structure.

Cartesian coordinates (Å):
Os 0.199 0.522 0.156
S -1.196 -1.088 -0.518
C -2.779 -0.332 -0.549
C -3.925 -1.108 -0.702
C -5.174 -0.511 -0.733
C -6.343 -1.332 -0.874
N -7.268 -2.007 -0.978
C -5.282 0.887 -0.617
C -4.138 1.655 -0.477
C -2.882 1.055 -0.439
S -1.429 2.032 -0.318
C -6.565 1.531 -0.639
N -7.581 2.067 -0.651
H -3.845 -2.183 -0.792
H -4.226 2.731 -0.397
C 0.241 3.224 3.389
Ge 1.561 1.899 2.838
C 2.901 2.723 1.678
C 2.450 1.085 4.377
C 0.581 0.420 1.930
H 0.741 4.063 3.874
H -0.476 2.797 4.091
H -0.307 3.594 2.522
H 3.529 3.391 2.272
H 2.435 3.309 0.884
H 3.547 1.975 1.219
H 2.953 1.859 4.958
H 3.194 0.357 4.051
H 1.730 0.583 5.023
H 0.096 -0.278 2.619
C 1.532 -2.757 -4.860
C 2.386 -3.329 -3.929
C 2.593 -2.714 -2.703
C 1.934 -1.525 -2.410
C 1.074 -0.953 -3.341
C 0.879 -1.568 -4.568
As 2.198 -0.633 -0.716
C 3.919 0.209 -0.899
C 4.240 1.333 -1.639
C 5.562 1.754 -1.687
C 6.541 1.046 -1.000
C 6.216 -0.085 -0.264
C 4.896 -0.515 -0.208
C 4.400 -1.697 0.534
C 5.161 -2.523 1.355
C 4.550 -3.573 2.025
C 3.185 -3.803 1.899
C 2.414 -2.979 1.089
C 3.032 -1.949 0.403
H 1.370 -3.242 -5.814
H 2.892 -4.259 -4.154
H 3.261 -3.164 -1.978
H 0.542 -0.038 -3.106
H 0.207 -1.123 -5.291
H 3.471 1.884 -2.168
H 5.830 2.633 -2.257
H 7.570 1.378 -1.040
H 6.994 -0.626 0.260
H 6.221 -2.349 1.482
H 5.143 -4.215 2.664
H 2.722 -4.618 2.439
H 1.346 -3.137 0.999

For the gap between HOMO and LUMO, the calculation gives 7.0744 eV. The value obtained for the relative energy (zero: lowest compared OMol25 entry of this formula, charge and spin) is 0.000 eV. The value obtained for the HOMO energy is -7.66 eV. The charge is 0.


No. 2
Density functional theory data (ωB97M-V with the def2-TZVPD basis set) for C30H25BrCsIN as an isolated structure at a distorted geometry.

Cartesian coordinates (Å):
Cs -0.861 0.062 1.249
C -2.662 -4.968 -0.272
C -1.723 -4.650 0.854
C -0.348 -4.711 0.670
C 0.528 -4.430 1.710
C 2.012 -4.505 1.517
C 0.005 -4.076 2.946
C -1.363 -4.000 3.154
C -1.909 -3.614 4.497
C -2.218 -4.291 2.100
H -2.251 -4.627 -1.221
H -3.624 -4.486 -0.113
H -2.823 -6.046 -0.337
H 0.047 -4.981 -0.301
H 2.384 -5.481 1.834
H 2.507 -3.739 2.110
H 2.273 -4.357 0.473
H 0.678 -3.849 3.763
H -2.021 -4.502 5.123
H -2.883 -3.139 4.395
H -1.232 -2.924 4.998
H -3.287 -4.232 2.250
Br 0.193 -0.961 -5.910
C -0.302 0.870 -5.840
C -0.245 1.616 -7.004
C -0.539 2.965 -6.979
C -0.880 3.579 -5.770
C -0.963 2.827 -4.615
C -0.680 1.471 -4.632
I -1.018 0.296 -2.896
H 0.032 1.124 -7.925
H -0.499 3.539 -7.890
H -1.087 4.637 -5.737
H -1.249 3.295 -3.685
C -5.073 3.843 1.439
C -5.446 2.773 0.644
C -4.734 1.583 0.698
C -3.635 1.383 1.543
C -3.309 2.484 2.343
C -3.994 3.690 2.293
H -5.623 4.779 1.405
H -6.298 2.867 -0.025
H -5.063 0.764 0.058
H -2.489 2.398 3.055
H -3.682 4.513 2.927
N 8.839 4.245 -0.046
C 7.817 3.753 0.159
C 6.591 3.141 0.444
C 5.377 3.833 0.324
C 4.195 3.224 0.657
C 4.167 1.892 1.118
C 5.393 1.207 1.231
C 6.575 1.814 0.898
C 2.954 1.271 1.451
C 1.888 0.743 1.755
H 5.395 4.852 -0.040
H 3.264 3.771 0.579
H 5.388 0.188 1.599
H 7.512 1.278 0.976

For the gap between HOMO and LUMO, the calculation gives 5.1722 eV. The value obtained for the HOMO energy is -3.39 eV. The charge is -1.


No. 3
Density functional theory data (ωB97M-V with the def2-TZVPD basis set) for C30H25Cl2N10O3SSc as an isolated structure.

Cartesian coordinates (Å):
Sc -2.008 0.478 1.013
Cl 2.976 0.709 6.421
C 2.022 0.592 4.997
C 2.671 0.438 3.755
C 1.962 0.341 2.584
Cl 2.769 0.146 1.077
C 0.554 0.403 2.590
O -0.126 0.331 1.486
C -0.097 0.540 3.852
C -1.498 0.536 3.954
O -2.321 0.428 2.989
C 0.660 0.637 5.052
H 3.752 0.394 3.726
H -1.938 0.622 4.951
H 0.151 0.743 6.001
C 0.673 4.974 -0.898
N -0.289 4.156 -0.150
C -0.949 3.083 -0.550
N -1.653 2.586 0.471
C -1.362 3.452 1.493
N -0.538 4.401 1.150
C 2.050 4.360 -0.890
C 3.124 5.053 -0.348
C 4.403 4.512 -0.398
C 4.617 3.276 -0.980
C 3.538 2.570 -1.509
C 2.263 3.116 -1.469
C 3.761 1.276 -2.151
N 4.827 0.844 -2.719
N 4.527 -0.416 -3.216
C 3.303 -0.646 -2.908
O 2.734 0.381 -2.217
C 2.503 -1.832 -3.220
C 2.668 -2.446 -4.458
C 1.916 -3.565 -4.771
C 1.014 -4.076 -3.850
C 0.873 -3.487 -2.598
C 0.005 -4.181 -1.580
N -0.678 -3.263 -0.663
C -1.200 -2.066 -0.884
N -1.726 -1.597 0.251
C -1.480 -2.602 1.145
N -0.856 -3.619 0.624
C 1.618 -2.356 -2.285
H 0.667 5.951 -0.421
H 0.279 5.082 -1.909
H -0.917 2.696 -1.554
H -1.788 3.382 2.481
H 2.966 6.023 0.106
H 5.236 5.063 0.017
H 5.608 2.849 -1.036
H 1.448 2.566 -1.923
H 3.377 -2.036 -5.163
H 2.030 -4.040 -5.735
H 0.432 -4.954 -4.100
H 0.597 -4.825 -0.929
H -0.748 -4.801 -2.068
H -1.172 -1.569 -1.839
H -1.765 -2.568 2.185
H 1.548 -1.893 -1.307
S -4.352 0.437 -0.122
C -4.982 -1.085 0.343
N -5.533 -1.951 -0.488
C -6.009 -3.157 0.195
C -5.897 -2.745 1.675
N -5.032 -1.555 1.598
H -5.563 -1.797 -1.483
H -5.363 -4.003 -0.046
H -7.029 -3.393 -0.098
H -5.444 -3.519 2.288
H -6.865 -2.474 2.097
H -4.946 -0.909 2.367

For the gap between HOMO and LUMO, the calculation gives 6.4138 eV. The value obtained for the relative energy (zero: lowest compared OMol25 entry of this formula, charge and spin) is 0.739 eV. The value obtained for the HOMO energy is -13.14 eV. The charge is +2.


No. 4
Density functional theory data (ωB97M-V with the def2-TZVPD basis set) for C30H25ClO3PTb as an isolated structure at a distorted geometry.

Cartesian coordinates (Å):
C -1.114 -1.871 2.911
C -1.008 -2.425 1.581
C 0.388 -2.603 1.292
H -1.845 -2.561 0.878
C 1.141 -2.198 2.443
C 0.232 -1.709 3.427
H 0.507 -1.252 4.389
H -2.031 -1.509 3.398
H 0.816 -2.941 0.332
H 2.238 -2.148 2.512
Tb -0.104 -0.250 1.571
Cl 1.973 0.875 1.164
P 0.108 -0.118 -2.177
C 1.205 -1.173 -3.196
C 0.786 -1.893 -4.324
H -0.251 -1.842 -4.642
C 1.693 -2.672 -5.045
H 1.350 -3.225 -5.916
C 3.029 -2.739 -4.655
H 3.734 -3.346 -5.220
C 3.457 -2.028 -3.533
H 4.498 -2.078 -3.221
C 2.557 -1.261 -2.803
H 2.889 -0.719 -1.922
C -1.535 -0.546 -2.861
C -2.177 -1.678 -2.321
H -1.687 -2.241 -1.530
C -3.420 -2.079 -2.796
H -3.899 -2.961 -2.376
C -4.059 -1.350 -3.801
H -5.036 -1.660 -4.164
C -3.441 -0.220 -4.330
H -3.933 0.356 -5.111
C -2.186 0.180 -3.868
H -1.710 1.059 -4.294
C 0.394 1.526 -2.933
C 1.099 1.737 -4.127
H 1.516 0.890 -4.663
C 1.266 3.027 -4.632
H 1.818 3.173 -5.558
C 0.728 4.122 -3.960
H 0.859 5.126 -4.357
C 0.025 3.924 -2.770
H -0.394 4.775 -2.238
C -0.133 2.643 -2.254
H -0.669 2.493 -1.321
O 1.529 2.407 4.886
C 0.791 1.937 5.926
C 1.359 2.188 7.209
C 0.732 1.759 8.367
C -0.482 1.073 8.293
C -1.049 0.819 7.049
C -0.441 1.226 5.845
C -1.123 0.792 4.549
O -2.199 0.231 4.664
O -0.494 0.998 3.412
H 1.176 2.308 3.970
H 2.308 2.723 7.279
H 1.181 1.948 9.342
H -0.975 0.726 9.200
H -1.988 0.260 7.029

For the gap between HOMO and LUMO (alpha / beta), the calculation gives 7.3406 / 7.7890 eV. Its expectation value of S² is 12.622. The spin multiplicity is 7. The value obtained for the HOMO energy (alpha / beta) is -8.10 / -8.10 eV. The charge is 0.


| no. | energy (eV) |
| --- | --- |
| 1 | -175988.04455 |
| 2 | -111694.20195 |
| 3 | -109131.34117 |
| 4 | -81904.52169 |